C4H5NO2S | ωB97M-V/def2-TZVPD

CARTESIAN COORDINATES (ANGSTROEM)
S  -3.2015  -0.3291  -0.1543
O  0.4198  -1.1970  -0.1011
O  2.7951  -1.0814  -0.0254
N  1.3668  0.8264  -0.2582
C  -1.7443  -0.8873  0.2416
C  -0.5432  -0.2942  -0.4038
C  1.6751  -0.5722  -0.1439
C  -0.0346  0.9727  0.1879
H  2.0176  1.4838  0.2694
H  -0.3439  1.8202  -0.3206
H  -0.5972  -0.2252  -1.4824
H  -0.1592  1.1948  1.2499
H  -1.6505  -1.7116  0.9407

Total charge   0
SMILES string   O=C1NC[C@H](C=S)O1
Strongest force on any atom   5.4 eV/Å
Kohn-Sham gap   8.57 eV
Energy above the lowest of the compared OMol25 structures with the same formula, charge and spin   45.4 kcal per mole
Highest occupied orbital energy   -9.29 eV
DFT total energy   -20648.2108 eV

C4H5NO3 | ωB97M-V/def2-TZVPD

CARTESIAN COORDINATES (ANGSTROEM)
O  1.3868  -1.5999  0.5216
O  -1.3354  1.8709  -1.1503
O  2.1967  1.5754  -0.7872
N  -1.4680  -0.5064  1.0585
C  0.7703  -0.4411  0.0072
C  -0.7406  0.9267  -0.8073
C  -0.7313  -0.4454  -0.2140
C  1.1377  0.7720  -0.4372
H  3.1025  1.1590  -1.0010
H  -1.2928  0.4141  1.5575
H  -2.4485  -0.5903  0.9312
H  -1.2772  -1.1791  -0.7941
H  0.6999  -1.9558  1.1150

Total charge   0
Strongest force on any atom   5.3 eV/Å
Kohn-Sham gap   9.18 eV
Energy above the lowest of the compared OMol25 structures with the same formula, charge and spin   90.5 kcal per mole
Highest occupied orbital energy   -8.58 eV
DFT total energy   -11858.0786 eV

C4H5NO3 | ωB97M-V/def2-TZVPD

CARTESIAN COORDINATES (ANGSTROEM)
O  2.5556  -0.9642  -0.2933
O  1.6226  0.7343  1.2801
O  0.0184  2.3602  0.4317
N  -1.0773  0.3211  -0.0672
C  -0.1705  -1.7601  -0.6727
C  -0.9409  1.6296  0.1427
C  1.5833  -0.2223  0.1690
C  0.1533  -0.6252  -0.0371
H  0.7105  1.2956  1.2540
H  0.7090  -2.5032  -0.9596
H  -2.0833  1.8855  0.1662
H  -1.1248  -1.9627  -1.2303
H  -1.9557  -0.1886  -0.1835

Total charge   0
SMILES string   C=C(NC=O)C(=O)O
Strongest force on any atom   7.4 eV/Å
Kohn-Sham gap   9.79 eV
Energy above the lowest of the compared OMol25 structures with the same formula, charge and spin   75.9 kcal per mole
Highest occupied orbital energy   -10.28 eV
DFT total energy   -11858.7090 eV

C4H5NO3 | ωB97M-V/def2-TZVPD

CARTESIAN COORDINATES (ANGSTROEM)
O  0.1845  -0.2398  -2.3821
O  -1.8403  1.4483  -0.6179
O  -1.9131  -1.2291  -0.4401
N  0.8743  -0.3272  -1.1097
C  -1.2508  0.2608  -0.4341
C  0.4169  0.4576  1.0997
C  0.1159  0.0180  -0.1565
C  1.4697  0.0542  1.8703
H  2.4765  -0.3552  1.2872
H  -2.8469  -0.7845  -0.7045
H  0.9215  -0.6646  -3.0099
H  1.6337  0.3023  2.9577
H  -0.2419  1.0592  1.6401

Total charge   0
SMILES string   C=C/C(=N/O)C(=O)O
Strongest force on any atom   9.2 eV/Å
Kohn-Sham gap   9.03 eV
Energy above the lowest of the compared OMol25 structures with the same formula, charge and spin   142.5 kcal per mole
Highest occupied orbital energy   -9.59 eV
DFT total energy   -11855.8197 eV

C4H5NO4S | ωB97M-V/def2-TZVPD

CARTESIAN COORDINATES (ANGSTROEM)
S  -1.5785  -0.3439  0.2777
O  -1.2897  -0.5502  1.6719
O  -2.5720  -1.1033  -0.4073
O  2.2664  -0.7342  0.2561
O  2.0106  1.4882  0.5705
N  0.5111  -1.7372  -0.7503
C  1.7222  -1.8708  -0.3875
C  -0.0238  -0.5827  -0.6769
C  1.4870  0.2958  0.3797
C  -1.8470  1.3650  -0.2092
H  -2.8975  1.8362  0.2073
H  -0.9602  1.7793  0.2682
H  2.2164  -2.7695  -0.6855
H  3.0333  1.5168  0.7582
H  -2.0783  1.4103  -1.2730

Total charge   0
Strongest force on any atom   3.6 eV/Å
Kohn-Sham gap   8.16 eV
Energy above the lowest of the compared OMol25 structures with the same formula, charge and spin   82.3 kcal per mole
Highest occupied orbital energy   -8.33 eV
DFT total energy   -24738.4882 eV

C4H5NOS | ωB97M-V/def2-TZVPD

CARTESIAN COORDINATES (ANGSTROEM)
S  2.0530  0.0027  -0.1692
O  1.9730  1.4040  0.1337
N  -2.2277  1.3662  0.2914
C  0.3886  -1.0047  -0.5553
C  -1.3987  0.6566  -0.2114
C  -0.7698  -0.2192  -0.9853
C  0.8445  -0.8866  0.8677
H  1.1453  -1.6515  1.4757
H  0.3857  -0.2963  1.5933
H  -2.1048  2.2744  0.7840
H  -0.8027  0.1219  -1.9723
H  0.5137  -1.7675  -1.2525

Total charge   0
Strongest force on any atom   3.3 eV/Å
Kohn-Sham gap   8.84 eV
Energy above the lowest of the compared OMol25 structures with the same formula, charge and spin   89.0 kcal per mole
Highest occupied orbital energy   -8.07 eV
DFT total energy   -18598.0610 eV

C4H5NOS | ωB97M-V/def2-TZVPD

CARTESIAN COORDINATES (ANGSTROEM)
S  2.4497  1.8773  -0.5798
O  0.6384  -1.4377  -0.6912
N  -1.6903  -0.2958  -0.2305
C  0.6097  -0.2328  -0.3682
C  -0.5405  0.5082  0.0583
C  -1.3344  -0.1996  1.1433
C  1.9124  0.4076  -0.6689
H  2.7935  -0.4406  -0.6399
H  -0.9683  -1.0487  1.4494
H  -0.6465  1.5498  -0.3100
H  -2.0954  0.4408  1.6737
H  -1.1283  -1.1285  -0.8361

Total charge   0
SMILES string   O=C(C=S)[C@@H]1CN1
Strongest force on any atom   6.1 eV/Å
Kohn-Sham gap   7.72 eV
Energy above the lowest of the compared OMol25 structures with the same formula, charge and spin   94.5 kcal per mole
Highest occupied orbital energy   -9.24 eV
DFT total energy   -18597.8210 eV

C4H5NOS | ωB97M-V/def2-TZVPD

CARTESIAN COORDINATES (ANGSTROEM)
S  1.7341  1.5634  1.7351
O  -0.2612  -1.6697  0.4181
N  0.2295  -0.7337  1.5626
C  0.6314  0.5135  0.9845
C  0.1617  0.5975  -0.3673
C  -0.3176  -0.7775  -0.7510
C  -1.2624  0.3543  -0.7969
H  0.3073  -1.2574  -1.6795
H  -2.2221  0.8976  -0.2529
H  1.5896  -1.3928  1.9806
H  -1.3889  0.5608  -2.0122
H  0.7987  1.3440  -0.8212

Total charge   0
Strongest force on any atom   5.1 eV/Å
Kohn-Sham gap   7.60 eV
Energy above the lowest of the compared OMol25 structures with the same formula, charge and spin   172.8 kcal per mole
Highest occupied orbital energy   -8.81 eV
DFT total energy   -18594.4267 eV

C4H5NOS | ωB97M-V/def2-TZVPD

CARTESIAN COORDINATES (ANGSTROEM)
S  -0.3843  0.8361  1.7362
O  0.4350  -0.8442  -1.5804
N  1.6565  -0.6629  -1.1395
C  1.7031  0.0337  -0.0124
C  -1.9693  -0.4313  -0.7175
C  0.2927  0.2972  0.3304
C  -0.5205  -0.1073  -0.7446
H  -2.1780  -0.7216  -1.7776
H  -1.6621  0.5072  1.7694
H  -2.6252  0.5801  -0.4704
H  -2.1368  -1.4845  -0.0668
H  2.6397  0.3810  0.2505

Total charge   0
SMILES string   Cc1oncc1S
Strongest force on any atom   5.3 eV/Å
Kohn-Sham gap   9.09 eV
Energy above the lowest of the compared OMol25 structures with the same formula, charge and spin   82.8 kcal per mole
Highest occupied orbital energy   -8.54 eV
DFT total energy   -18598.3265 eV

C4H5NOS | ωB97M-V/def2-TZVPD

CARTESIAN COORDINATES (ANGSTROEM)
S  -1.8177  0.7955  0.4342
O  2.4645  0.1245  -0.2780
N  0.7932  1.3516  0.5119
C  1.3696  0.0680  0.1977
C  0.3444  -2.1233  -0.1398
C  -0.4271  1.5776  0.1227
C  0.3314  -0.9022  0.3919
H  -0.4726  2.6475  -0.0684
H  1.0317  -2.3012  -0.9648
H  -0.4402  -0.7972  1.1322
H  1.4314  2.0798  0.2315
H  -0.3308  -2.9373  -0.2218

Total charge   0
SMILES string   C=CC(=O)NC=S
Strongest force on any atom   4.6 eV/Å
Kohn-Sham gap   8.08 eV
Energy above the lowest of the compared OMol25 structures with the same formula, charge and spin   57.4 kcal per mole
Highest occupied orbital energy   -8.39 eV
DFT total energy   -18599.4296 eV

C4H5NOS | ωB97M-V/def2-TZVPD

CARTESIAN COORDINATES (ANGSTROEM)
S  1.3274  -0.5687  -0.4367
O  1.7618  -1.4905  0.5991
N  -0.7737  0.9404  0.1909
C  1.5141  1.1801  -0.0717
C  0.3547  1.7445  0.0570
C  -1.4608  -1.4004  -0.0553
C  -0.4557  -0.2734  -0.1099
H  -1.0244  -2.3043  0.3632
H  2.4650  1.7900  -0.2943
H  -1.8267  -1.4446  -1.0030
H  -2.1564  -0.9615  0.6087
H  0.2748  2.7883  0.1520

Total charge   0
Strongest force on any atom   4.1 eV/Å
Kohn-Sham gap   8.98 eV
Energy above the lowest of the compared OMol25 structures with the same formula, charge and spin   60.8 kcal per mole
Highest occupied orbital energy   -9.28 eV
DFT total energy   -18599.2811 eV

C4H5NOS | ωB97M-V/def2-TZVPD

CARTESIAN COORDINATES (ANGSTROEM)
S  -1.8119  0.0304  1.0992
O  1.3953  0.4793  -1.2508
N  0.3146  0.4602  -0.5623
C  -0.8604  1.1299  -1.0356
C  -1.9106  1.0477  -0.2158
C  1.3619  -1.3232  0.8631
C  0.2608  -0.3781  0.4371
H  2.2400  -0.8380  1.2677
H  -0.5625  1.6857  -1.9506
H  -2.8797  1.6067  -0.2193
H  0.9911  -2.0581  1.6543
H  1.4614  -1.8425  -0.0871

Total charge   0
Strongest force on any atom   4.3 eV/Å
Kohn-Sham gap (spin up / spin down)   6.73 / 5.39 eV
Energy above the lowest of the compared OMol25 structures with the same formula, charge and spin   87.2 kcal per mole
Highest occupied orbital energy (spin up / spin down)   -6.29 / -8.25 eV
DFT total energy   -18594.9781 eV
Multiplicity   3

Q: Which value of energy above the lowest of the compared OMol25 structures with the same formula, charge and spin does entry 1 give?
A: 45.4 kcal per mole

Repeat the ninth record exactly.
C4H5NOS | ωB97M-V/def2-TZVPD

CARTESIAN COORDINATES (ANGSTROEM)
S  -0.3843  0.8361  1.7362
O  0.4350  -0.8442  -1.5804
N  1.6565  -0.6629  -1.1395
C  1.7031  0.0337  -0.0124
C  -1.9693  -0.4313  -0.7175
C  0.2927  0.2972  0.3304
C  -0.5205  -0.1073  -0.7446
H  -2.1780  -0.7216  -1.7776
H  -1.6621  0.5072  1.7694
H  -2.6252  0.5801  -0.4704
H  -2.1368  -1.4845  -0.0668
H  2.6397  0.3810  0.2505

Total charge   0
SMILES string   Cc1oncc1S
Strongest force on any atom   5.3 eV/Å
Kohn-Sham gap   9.09 eV
Energy above the lowest of the compared OMol25 structures with the same formula, charge and spin   82.8 kcal per mole
Highest occupied orbital energy   -8.54 eV
DFT total energy   -18598.3265 eV